Density functional theory data (the ωB97M-V functional and the def2-TZVPD basis) for a molecular structure, C19H38O2Si4Tl.

Geometry as XYZ:
```
64
Properties=species:S:1:pos:R:3:forces:R:3:mulliken_charge:R:1
Tl -0.500964 -0.090672 -0.177645 -0.04 0.09 0.02 1.222
C -3.233148 -4.864833 0.586251 -0.01 -0.02 -0.01 -1.683
C -2.579305 -3.613776 1.097594 -0.01 0.02 -0.02 0.675
C -1.202595 -3.537291 1.251074 0.02 0.00 0.05 -0.896
C -0.584211 -2.395416 1.758846 -0.01 -0.04 -0.02 1.191
C 0.908734 -2.364340 1.974588 0.06 0.00 -0.01 -1.670
C -1.389571 -1.297145 2.095321 -0.05 0.02 0.03 0.350
C -2.788572 -1.349396 1.956091 0.02 0.01 0.00 1.309
C -3.636155 -0.186660 2.390383 -0.02 0.02 0.02 -1.798
C -3.354518 -2.510871 1.458255 -0.01 0.00 -0.07 -0.871
C -0.753922 -0.041234 2.654883 0.12 0.03 0.07 -0.194
O -0.632317 0.171461 3.826509 -0.08 0.01 -0.02 -0.574
O -0.332836 0.796502 1.701494 0.06 0.03 0.12 -0.721
H -2.521454 -5.503708 0.065747 0.01 0.00 0.00 0.370
H -4.052057 -4.631911 -0.094396 0.00 0.01 0.00 0.372
H -3.651571 -5.438420 1.415189 0.00 -0.01 0.00 0.377
H -0.590587 -4.396690 1.000524 0.00 -0.01 0.01 0.471
H 1.285901 -3.369445 2.154360 0.00 -0.01 0.01 0.487
H 1.179757 -1.740453 2.825474 -0.01 0.00 0.00 0.381
H 1.453227 -1.985816 1.100256 -0.04 0.00 0.06 0.129
H -3.302937 0.752469 1.942353 0.01 0.00 0.00 0.354
H -3.569814 -0.053760 3.471327 0.00 -0.01 0.00 0.385
H -4.679901 -0.342986 2.126164 0.00 0.00 -0.01 0.404
H -4.432413 -2.565185 1.352983 -0.01 -0.01 0.00 0.421
C -0.229298 -3.577029 -2.282670 -0.01 0.02 0.01 -0.615
Si 0.858580 -2.198301 -2.923765 0.01 0.04 -0.09 0.502
C 2.448015 -2.113364 -1.938245 -0.03 -0.01 0.00 -0.704
C 1.198674 -2.416876 -4.748555 0.03 0.01 0.03 -1.182
Si -0.289119 -0.122523 -2.718873 -0.08 -0.26 0.11 -0.934
Si -2.627861 -0.122808 -3.153571 0.04 0.06 -0.13 0.422
C -2.805138 -0.272330 -5.008473 0.00 0.02 0.03 -1.141
C -3.422077 -1.579356 -2.294598 -0.05 -0.01 0.05 -0.564
C -3.361378 1.480300 -2.525880 0.00 -0.05 0.02 -0.981
Si 0.922019 1.922382 -2.821583 -0.03 -0.05 -0.18 0.637
C -0.018145 3.254363 -1.907036 0.03 -0.06 0.01 -0.996
C 1.018333 2.272178 -4.656280 0.04 0.09 0.05 -1.155
C 2.618182 1.678868 -2.078430 -0.04 0.02 0.00 -0.943
H 0.343464 -4.508139 -2.293426 0.00 -0.02 -0.01 0.467
H -1.108266 -3.722524 -2.911368 0.01 -0.01 -0.03 0.328
H -0.572982 -3.413087 -1.259075 0.02 0.03 -0.03 -0.152
H 2.948109 -3.083871 -1.985900 0.02 0.00 0.01 0.406
H 2.280739 -1.887135 -0.882294 0.01 -0.02 -0.04 0.044
H 3.136077 -1.365854 -2.331706 0.01 0.01 -0.02 0.321
H 1.711377 -3.366105 -4.921274 0.00 -0.01 0.01 0.394
H 1.836051 -1.622698 -5.140771 0.00 0.01 0.00 0.339
H 0.275554 -2.429176 -5.330273 -0.01 0.00 -0.01 0.312
H -2.390637 -1.212585 -5.375754 0.00 -0.01 -0.01 0.321
H -2.309551 0.545247 -5.534373 0.01 0.01 0.00 0.325
H -3.862710 -0.246708 -5.281725 -0.01 -0.01 0.00 0.393
H -3.031499 -2.533264 -2.649100 0.00 0.00 -0.01 0.273
H -4.495186 -1.558469 -2.505037 0.00 -0.02 -0.01 0.520
H -3.308719 -1.554146 -1.207818 0.03 0.02 0.02 -0.166
H -2.969921 2.345221 -3.061571 0.01 0.01 -0.02 0.261
H -3.184962 1.639622 -1.458856 -0.01 -0.01 0.00 0.327
H -4.443627 1.459759 -2.675908 -0.01 0.02 0.00 0.400
H -0.994173 3.448631 -2.350525 -0.02 0.00 -0.01 0.276
H 0.556883 4.182612 -1.948018 0.00 0.02 0.01 0.415
H -0.164881 3.015907 -0.850376 0.01 0.03 0.03 0.329
H 0.030296 2.413873 -5.097104 -0.02 0.00 0.01 0.322
H 1.522778 1.471206 -5.198960 0.01 -0.02 0.01 0.332
H 1.587652 3.190436 -4.821034 0.00 0.01 -0.03 0.403
H 2.579335 1.350523 -1.037555 0.01 0.00 0.02 0.302
H 3.152704 2.631675 -2.098867 0.02 0.00 0.01 0.408
H 3.208536 0.956721 -2.642199 0.01 -0.01 -0.01 0.265
```
Positions in Å, forces in eV/Å.

Summary:
Total charge ... +1

Density functional theory data (the ωB97M-V functional and the def2-TZVPD basis) for 3 unconnected molecules or ions with the total composition C4H15N2O at a distorted geometry.

Geometry as XYZ:
```
22
Properties=species:S:1:pos:R:3:forces:R:3:nbo_charge:R:1
C 0.630612 1.834984 0.597361 1.27 -0.26 0.63 -0.267
C 1.142350 0.831482 1.620070 -1.05 0.46 -0.24 -0.414
C 0.489246 0.956387 3.000586 0.28 -0.92 -0.08 -0.612
C -1.951986 -2.536994 -2.002994 -0.85 -0.01 0.21 -0.456
N -1.543748 -1.183662 -2.233239 0.04 -0.70 -0.36 -0.516
N 1.344200 1.696099 -0.626588 -1.49 0.15 -0.24 -0.484
H -0.450766 1.617390 0.449688 -0.07 0.34 -0.16 0.264
H 0.699593 2.880646 0.933600 -0.18 0.01 0.00 0.272
H 2.228396 0.805375 1.673424 0.04 0.10 -0.07 0.234
H 0.798525 -0.132481 1.170326 0.34 -0.09 0.22 0.257
H -0.598096 0.893508 2.958187 0.00 0.19 -0.11 0.216
H 0.815807 0.069640 3.548531 -0.10 0.17 0.25 0.231
H -2.850197 -2.698734 -2.602574 0.09 -0.19 -0.04 0.235
H -1.226849 -3.314890 -2.284505 0.15 0.23 -0.14 0.248
H -2.217770 -2.716333 -0.959176 0.25 0.18 0.09 0.234
H 0.793850 1.826930 3.574016 0.05 0.18 -0.16 0.229
H -0.707980 -0.823858 -1.753637 0.20 0.22 0.62 0.412
H 0.980191 2.302060 -1.367123 0.23 0.00 0.16 0.388
H 1.332158 0.694682 -0.937094 0.65 -0.58 0.10 0.406
H 1.367228 -1.327307 -0.773464 -0.35 0.16 0.04 0.486
H -1.654421 -0.933073 -3.208700 0.28 0.24 -0.01 0.388
O 0.579656 -0.741851 -0.776696 0.21 0.12 -0.72 -0.752
```
Positions in Å, forces in eV/Å.

Summary:
Total charge ... +1

Density functional theory data (the ωB97M-V functional and the def2-TZVPD basis) for 5 unconnected molecules or ions with the total composition C16H34NO9PS4 at a distorted geometry.

Geometry as XYZ:
```
65
Properties=species:S:1:pos:R:3:forces:R:3:nbo_charge:R:1
C -1.592270 -3.048326 2.096162 -1.17 0.26 0.47 -0.628
C -2.197713 -1.751301 2.873877 0.31 -1.06 0.65 -0.724
P -2.426121 -0.246734 1.765560 -0.89 -0.07 -0.66 0.790
C -3.311244 1.050328 2.878250 0.67 -0.48 -0.35 -0.900
C -0.821081 0.578608 1.261534 3.10 1.10 1.01 -0.358
C 0.487201 0.638769 1.796188 -3.45 0.15 -2.17 -0.085
C 0.966296 -0.098431 3.112170 2.41 -0.18 -1.61 -0.149
O 1.144323 0.903346 4.153206 0.29 -1.14 -1.62 -0.370
N 0.309988 0.699665 5.208928 -1.44 3.06 0.30 0.362
O -0.071815 1.792260 5.538158 0.38 -2.32 0.65 -0.270
C 1.286697 1.602438 0.796117 2.88 -0.74 2.75 0.779
O 2.459667 1.911002 1.082165 -4.24 -0.34 -2.18 -0.547
O 0.490961 2.034149 -0.324904 -0.06 -1.71 3.07 -0.504
C -0.813306 1.487489 -0.034374 -2.91 0.36 -1.20 0.761
O -1.787951 1.777121 -0.739231 3.61 -0.97 2.30 -0.510
H -2.213286 -3.238098 1.144266 1.22 0.49 1.33 0.258
H -0.480596 -2.946275 1.869596 -1.52 -0.27 0.27 0.205
H -1.831045 -3.941217 2.784290 0.82 1.27 -1.05 0.218
H -1.657868 -1.547056 3.866334 -0.61 -0.29 -1.38 0.208
H -3.261005 -2.080299 3.184808 1.43 0.92 -0.70 0.265
H -3.069084 0.744847 3.950006 -0.54 0.84 -1.29 0.233
H -4.420816 0.955092 2.616578 1.65 0.27 0.59 0.251
H -2.882793 2.067173 2.585603 -0.82 -1.29 0.68 0.243
H 0.353795 -1.002586 3.418118 0.32 1.56 -0.39 0.241
H 2.025903 -0.499691 2.887018 -1.59 0.60 0.36 0.230
C -6.727747 -2.662128 -1.356965 -0.13 0.07 0.07 -0.831
S -4.984953 -2.533088 -0.901257 0.10 0.05 0.12 1.258
O -4.921494 -2.344452 0.578670 -0.16 -0.02 -0.30 -0.988
C -4.713823 -0.919287 -1.663698 0.03 0.09 0.01 -0.832
H -7.124274 -3.591661 -0.947022 0.13 0.05 0.01 0.239
H -7.283952 -1.817739 -0.945745 0.08 -0.01 0.02 0.229
H -6.819107 -2.678509 -2.444446 0.06 -0.01 0.04 0.224
H -5.396549 -0.184556 -1.233158 0.02 -0.08 0.04 0.230
H -4.872978 -0.994202 -2.741163 -0.02 -0.07 0.04 0.221
H -3.684451 -0.614267 -1.470406 -0.07 -0.10 0.10 0.257
C 8.225919 1.711754 1.302189 0.10 -0.06 -0.05 -0.830
S 6.607985 1.568650 2.091586 -0.06 -0.22 -0.03 1.244
O 6.451108 0.151093 2.536903 0.07 0.36 -0.23 -0.983
C 5.645377 1.769824 0.578172 -0.06 -0.09 -0.07 -0.840
H 8.995112 1.578682 2.063715 -0.14 0.00 0.01 0.238
H 8.336063 0.941642 0.536648 -0.08 0.00 0.06 0.229
H 8.326613 2.702605 0.855907 -0.05 -0.02 0.05 0.226
H 5.918011 0.996061 -0.142141 0.08 -0.01 0.09 0.225
H 5.832268 2.758811 0.155541 0.02 -0.01 0.08 0.222
H 4.587692 1.677386 0.827031 0.23 0.04 0.07 0.266
C -1.098516 -6.006469 -3.119940 -0.08 -0.09 -0.01 -0.830
S -0.889826 -4.258181 -2.720328 -0.13 0.02 0.21 1.247
O -1.519633 -4.025782 -1.386243 0.10 -0.08 -0.40 -0.983
C -2.035774 -3.644532 -3.973584 -0.13 0.00 -0.04 -0.834
H -0.494349 -6.593559 -2.427565 -0.01 0.15 -0.01 0.243
H -2.147535 -6.289425 -3.016180 0.03 0.09 0.04 0.231
H -0.758907 -6.189430 -4.140867 0.02 0.06 0.04 0.228
H -3.025842 -4.076428 -3.815903 0.07 -0.02 0.08 0.228
H -1.664991 -3.906674 -4.966058 0.04 0.01 0.06 0.229
H -2.095373 -2.559098 -3.885333 0.09 -0.08 0.07 0.239
C 2.543048 3.868165 -2.422401 0.07 -0.03 0.07 -0.832
S 2.151271 5.396237 -3.299829 0.21 -0.03 -0.17 1.244
O 3.138023 5.539933 -4.412115 -0.20 -0.04 0.40 -0.981
C 2.665995 6.506738 -1.972276 0.08 0.05 0.08 -0.830
H 2.333058 3.026170 -3.082792 -0.04 0.14 -0.02 0.240
H 3.598953 3.857560 -2.145975 -0.02 0.08 -0.06 0.226
H 1.920622 3.790837 -1.529865 0.00 0.03 -0.08 0.237
H 3.714079 6.329690 -1.724275 -0.04 -0.05 -0.08 0.228
H 2.038850 6.340622 -1.094563 -0.01 -0.03 -0.07 0.228
H 2.543188 7.534733 -2.314691 -0.03 -0.12 -0.07 0.239
```
Positions in Å, forces in eV/Å.

| no. | Kohn-Sham gap (eV) | electronic energy (eV) |
| --- | --- | --- |
| 1 | 8.08 | -60615.9595 |
| 2 | 4.07 | -9405.9214 |
| 3 | 7.16 | -89681.9383 |